[1]
Density functional theory data (ωB97M-V/def2-TZVPD) for C37H38BF4FeGeN2O8P2 as an isolated structure.

Structure (XYZ):
```
94
Properties=species:S:1:pos:R:3:forces:R:3:lowdin_spin:R:1
Fe 0.036250 0.291766 1.018075 -0.95 -0.68 -0.99 3.586
C 2.050168 -1.197272 -2.934496 0.41 0.11 0.27 0.002
P 1.757205 0.166595 -1.741524 -1.07 -0.51 -2.59 0.014
C 1.371175 1.514771 -2.924614 0.08 -0.08 0.17 0.001
C 3.523230 0.823010 -1.440678 -0.97 -0.36 2.14 0.004
C 4.602224 0.774315 -2.307831 -0.34 -0.15 -0.61 0.000
C 5.791279 1.401854 -1.967042 -0.03 0.10 0.08 0.000
C 5.907719 2.077502 -0.758293 0.02 -0.04 -0.07 0.001
C 4.844390 2.097093 0.129166 0.09 0.02 -0.01 0.004
C 3.659727 1.445696 -0.191851 -0.29 -0.17 -0.53 0.022
P 2.193291 1.320323 0.900495 1.18 1.42 1.59 0.039
C 1.763732 3.091180 1.176632 0.10 -0.14 -0.11 -0.001
C 2.977260 0.900671 2.518127 -0.14 -0.22 -0.22 0.000
H 2.866466 -0.965785 -3.621229 -0.07 -0.03 -0.01 0.000
H 1.132653 -1.367841 -3.496319 -0.02 0.05 0.04 0.000
H 2.304811 -2.097884 -2.375362 -0.04 0.00 0.01 0.000
H 2.221847 1.655600 -3.593160 -0.01 0.02 0.03 0.000
H 1.187757 2.446402 -2.391065 -0.06 0.06 0.01 0.000
H 0.486015 1.255393 -3.497779 -0.09 0.06 -0.04 0.000
H 4.515999 0.284152 -3.271473 0.06 -0.01 0.06 0.000
H 6.625668 1.382705 -2.656749 -0.01 -0.05 -0.01 0.000
H 6.832639 2.583373 -0.509495 0.00 -0.01 0.00 0.000
H 4.947415 2.621784 1.071868 -0.07 -0.06 0.03 0.000
H 2.656457 3.713167 1.253401 -0.02 0.08 0.08 0.000
H 1.190767 3.135934 2.108446 0.01 -0.03 0.01 0.000
H 1.127559 3.455652 0.367022 0.03 0.02 0.00 0.001
H 4.046349 1.108364 2.527255 0.03 0.08 -0.03 0.000
H 2.822258 -0.162180 2.709010 0.02 0.00 -0.01 0.000
H 2.456221 1.470108 3.294689 -0.06 0.02 0.01 0.002
O 0.527043 -3.609102 2.744887 -0.02 0.19 -0.12 0.003
C 0.349487 -2.393446 2.636545 -0.06 -0.37 0.43 0.008
O 0.513268 -1.764871 1.512159 -0.59 0.06 0.18 0.051
C -0.016473 -1.597006 3.865742 0.17 0.55 -0.26 0.024
C -0.308956 -2.302167 5.024650 -0.15 -0.39 0.38 0.068
C -0.501959 -1.642386 6.227381 0.31 0.50 -0.96 0.028
C -0.291204 -0.258329 6.324836 -0.07 -0.17 0.10 0.158
C 0.044799 0.479616 5.185469 0.23 0.21 -0.05 0.033
C 0.039928 -0.170604 3.894912 -0.02 -0.45 0.17 0.021
O 0.078311 0.512137 2.801682 -0.03 0.66 1.59 0.107
N 0.427123 1.816138 5.357839 -0.13 -0.31 -0.01 0.257
O 0.977220 2.483850 4.413507 0.09 -0.04 -0.15 0.207
O 0.326884 2.302545 6.528041 -0.04 0.11 0.13 0.196
N -0.844489 -2.393365 7.385515 -0.21 -0.46 0.64 0.006
O -0.927540 -1.813084 8.464724 0.02 0.04 -0.09 -0.005
O -1.051095 -3.604890 7.287398 0.05 0.14 -0.09 0.016
H -0.386382 -3.377619 4.972731 0.03 0.01 -0.01 0.004
H -0.359494 0.244629 7.273550 0.01 0.07 -0.04 0.016
C 3.600503 -2.313648 0.621213 -0.07 0.19 -0.15 0.000
O 2.531358 -1.482982 0.221953 1.01 0.02 -0.97 0.000
H 3.970446 -2.898486 -0.228806 0.05 -0.06 0.01 0.000
H 3.295282 -3.002795 1.410366 -0.08 0.00 0.04 0.000
H 4.422902 -1.695522 0.993899 0.05 -0.02 0.02 0.000
H 1.682689 -1.776086 0.657461 -0.15 -0.15 0.56 0.000
F -3.183060 2.643162 2.269082 0.08 0.07 -0.10 0.001
B -2.585919 2.748176 1.033037 -0.02 -0.20 0.15 0.003
F -1.807032 1.514026 0.781669 -0.05 0.17 -0.04 0.042
F -3.538801 2.840589 0.010776 -0.02 -0.01 0.07 0.001
F -1.674462 3.804849 0.946157 -0.01 0.04 -0.04 0.000
C 0.122677 -0.293196 -0.991679 1.03 -0.04 -0.63 0.043
Ge -1.615316 -0.242777 -1.933746 0.17 -0.06 -0.21 0.013
C -2.989750 -0.796044 -0.642547 0.30 0.22 -0.04 0.002
C -4.293952 -0.330042 -0.755698 0.10 0.05 -0.05 0.000
C -5.260471 -0.731243 0.153782 -0.10 0.01 -0.01 0.001
C -4.933709 -1.610720 1.176210 0.02 -0.02 0.00 0.000
C -3.637877 -2.095329 1.284234 -0.01 -0.01 0.04 0.001
C -2.668031 -1.680663 0.383401 0.08 -0.07 -0.10 0.004
C -1.766439 -1.820459 -3.174725 0.12 0.31 0.10 0.005
C -2.689957 -1.923180 -4.214025 -0.02 0.09 0.00 0.001
C -2.893988 -3.120912 -4.886200 -0.02 -0.04 -0.06 0.000
C -2.180216 -4.253787 -4.525041 0.02 0.00 0.02 0.000
C -1.266561 -4.177893 -3.482792 0.00 -0.06 -0.05 0.000
C -1.066296 -2.975466 -2.821998 0.06 0.08 0.03 0.001
C -2.010644 1.507114 -2.774242 0.19 -0.33 0.17 0.001
C -1.658443 2.645977 -2.049851 0.10 -0.10 0.05 0.001
C -1.850502 3.914001 -2.569858 0.02 0.11 -0.11 0.000
C -2.382237 4.067729 -3.842846 0.03 0.03 0.02 0.000
C -2.735803 2.947908 -4.579289 -0.02 -0.01 -0.07 0.000
C -2.554564 1.678709 -4.044429 -0.04 -0.12 -0.04 0.000
H 0.293838 -1.364502 -0.822556 -0.05 0.11 0.23 0.007
H -4.542010 0.378606 -1.538573 -0.06 0.04 0.06 0.000
H -6.267452 -0.338655 0.075402 0.00 0.00 0.01 0.000
H -5.681484 -1.905213 1.902534 -0.02 -0.01 -0.02 0.000
H -3.373341 -2.786573 2.075007 0.02 0.05 0.04 0.000
H -1.650945 -2.044758 0.496199 -0.03 -0.03 0.04 0.001
H -3.281070 -1.060858 -4.497482 -0.04 -0.09 0.00 0.000
H -3.623853 -3.174510 -5.686117 0.01 0.02 0.00 0.000
H -2.342403 -5.191728 -5.042508 -0.01 0.00 0.00 0.000
H -0.717877 -5.060019 -3.174913 0.01 0.01 0.00 0.000
H -0.358166 -2.938203 -2.000498 -0.02 -0.08 -0.02 0.000
H -1.234932 2.540407 -1.059939 0.00 0.06 -0.09 0.001
H -1.590549 4.781741 -1.976389 0.00 -0.04 0.05 0.000
H -2.517326 5.057855 -4.262507 -0.03 0.00 0.02 0.000
H -3.151038 3.059911 -5.574492 -0.01 -0.01 0.01 0.000
H -2.838219 0.816995 -4.635429 0.04 0.08 -0.04 0.000
```
Forces are in eV/Å.

Summary:
2S+1: 6
HOMO level (alpha / beta) in eV: 0.26 / -2.95
Strongest force on any atom in eV/Å: 2.85
Charge: -2
Orbital gap (alpha / beta) in eV: 3.3 / 6.5
M in g mol⁻¹: 915.9

---

[2]
Density functional theory data (ωB97M-V/def2-TZVPD) for one molecule with the formula C4H6N2O6.

Structure (XYZ):
```
18
Properties=species:S:1:pos:R:3:forces:R:3:nbo_charge:R:1
C 2.703342 1.105825 0.147646 0.06 -0.10 -0.03 -0.714
C 1.540216 0.199088 -0.137079 0.27 -0.01 0.00 0.800
O 1.565748 -0.940616 -0.496256 0.03 -0.46 -0.09 -0.590
O 0.416372 0.887476 0.092060 -0.27 0.74 0.30 -0.438
N -0.912827 0.248380 -0.281911 0.22 0.81 -1.34 0.260
O -1.159002 0.208316 -1.471714 0.35 -0.50 0.33 -0.412
C -1.082356 -1.014796 0.571606 0.22 -0.12 0.56 0.705
C -1.290092 -2.178477 -0.304147 -0.10 -0.57 -0.29 -0.746
O -1.002116 -0.908891 1.745692 -0.07 -0.07 -0.23 -0.451
N -1.755956 1.681928 0.300484 0.14 -1.31 0.04 0.603
O -2.362390 2.092765 -0.607930 -0.60 0.78 -0.34 -0.264
O -1.587609 1.971696 1.423927 -0.13 0.69 0.91 -0.288
H 2.557864 1.576124 1.117588 0.06 0.03 0.02 0.246
H 3.631990 0.544998 0.125927 -0.02 -0.05 -0.01 0.240
H 2.723067 1.889876 -0.607129 0.03 0.04 -0.02 0.247
H -1.358563 -3.085260 0.288977 -0.04 0.07 0.10 0.248
H -2.181265 -2.038752 -0.912812 -0.07 0.00 0.02 0.264
H -0.446425 -2.239678 -0.994937 -0.08 0.03 0.10 0.289
```
Forces are in eV/Å.

Summary:
SMILES string: CC(=O)O[N@@+]([O-])(C(C)=O)[N+](=O)[O-]
2S+1: 1
HOMO level in eV: -9.92
Strongest force on any atom in eV/Å: 1.58
Charge: 0
Orbital gap in eV: 9.6
M in g mol⁻¹: 178.1

---

[3]
Density functional theory data (ωB97M-V/def2-TZVPD) for one molecule with the formula C6H10O.

Structure (XYZ):
```
17
Properties=species:S:1:pos:R:3:forces:R:3:nbo_charge:R:1
C -1.814208 -0.002344 -0.862300 -0.06 0.03 -0.06 -0.603
C -0.818412 0.040683 0.290969 -0.07 -0.01 0.02 -0.243
C 0.125714 -1.194979 0.348217 0.02 0.02 -0.05 -0.393
C 1.558616 -0.642873 0.217629 0.12 0.09 -0.32 -0.450
C 1.472229 0.842250 0.478534 0.19 0.28 -0.49 0.041
O 0.991056 1.399348 -0.799856 0.29 0.22 0.35 -0.512
C 0.094162 1.258363 0.280762 -0.49 0.07 0.47 0.060
H -1.290582 -0.062125 -1.822979 -0.06 0.02 0.14 0.214
H -2.470302 -0.876216 -0.773702 0.11 0.15 -0.04 0.209
H -2.444412 0.893731 -0.873435 0.06 -0.12 -0.02 0.208
H -1.371105 0.114964 1.236886 -0.01 -0.06 -0.12 0.205
H -0.071821 -1.886409 -0.477250 -0.10 0.08 0.13 0.208
H -0.030464 -1.760853 1.273545 0.12 0.16 -0.09 0.208
H 2.354816 -1.208562 0.706279 -0.22 0.15 0.13 0.217
H 1.762843 -0.538937 -0.847357 0.45 -1.02 -0.09 0.238
H 2.241572 1.412417 0.995671 -0.22 -0.02 -0.16 0.204
H -0.289702 2.211541 0.628387 -0.13 -0.04 0.21 0.189
```
Forces are in eV/Å.

Summary:
SMILES string: C[C@H]1CC[C@H]2O[C@@H]12
2S+1: 1
HOMO level in eV: -9.86
Strongest force on any atom in eV/Å: 1.12
Charge: 0
Orbital gap in eV: 11.0
M in g mol⁻¹: 98.1

---

[4]
Density functional theory data (ωB97M-V/def2-TZVPD) for a 8-piece molecular cluster, C7H26O10 overall.

Structure (XYZ):
```
43
Properties=species:S:1:pos:R:3:forces:R:3:nbo_charge:R:1
C 4.266340 0.160960 -2.347355 -0.17 0.33 -0.07 -0.624
C 3.263424 0.943407 -1.519739 0.16 -0.79 0.15 0.066
C 2.872261 0.205250 -0.232166 0.15 -0.49 -0.12 -0.097
O 3.123267 1.112040 0.828835 0.10 0.49 -0.22 -0.487
C 3.647190 2.256365 0.317639 -0.05 -0.36 -0.17 0.970
O 3.917854 3.220788 0.939547 0.13 0.38 0.46 -0.563
O 3.841626 2.146819 -1.017285 -0.50 0.07 -0.44 -0.491
H 3.748099 -0.718571 -2.734637 0.26 -0.20 0.15 0.215
H 5.130196 -0.092513 -1.733412 -0.04 -0.25 -0.05 0.217
H 4.624451 0.715607 -3.214232 -0.10 0.18 0.06 0.230
H 2.349538 1.065708 -2.107137 0.18 0.89 -0.06 0.179
H 3.525298 -0.665119 -0.125353 -0.29 -0.10 0.28 0.185
H 1.815142 -0.059863 -0.210996 0.08 -0.17 0.05 0.199
C -0.666489 2.683311 -1.020453 1.08 -0.35 -0.07 -0.263
O -1.902147 2.744729 -1.721267 0.29 0.27 0.23 -0.743
H -0.806856 2.300043 -0.015376 -0.36 0.17 0.04 0.209
H 0.029991 1.981116 -1.496745 -0.19 -0.13 -0.12 0.152
H -0.106911 3.620485 -0.974712 -0.47 0.29 0.03 0.177
H -1.722129 3.155613 -2.571814 -0.22 -0.07 -0.04 0.482
C 1.058184 -1.637819 3.093735 0.15 -1.80 0.67 -0.284
O 0.396666 -2.909881 2.885508 -0.26 0.79 -0.52 -0.756
H 0.924034 -0.886700 2.317816 -0.13 -0.07 -0.13 0.179
H 0.682221 -1.303023 4.061754 0.14 0.44 -0.07 0.172
H 2.102963 -1.921230 3.225251 0.26 0.75 -0.08 0.185
H 0.244745 -3.024018 1.933740 0.01 0.01 0.12 0.495
C -5.051312 0.972694 -1.307257 0.23 -0.39 -0.04 -0.241
O -3.698902 0.667648 -0.974728 0.21 0.40 0.12 -0.772
H -5.504557 0.033098 -1.633719 -0.03 0.19 -0.07 0.184
H -5.622156 1.334110 -0.445129 0.16 0.11 -0.06 0.164
H -5.084109 1.702453 -2.120843 -0.18 -0.05 0.07 0.165
H -3.156670 1.464508 -1.115707 -0.43 -0.08 -0.17 0.490
O -1.117803 -0.150311 0.172205 0.19 -0.18 0.09 -1.000
H -1.791150 0.273688 -0.377744 -0.08 -0.42 0.09 0.496
H -1.630216 -0.602076 0.864897 -0.02 0.22 -0.06 0.504
O -2.137299 -1.232175 2.760546 0.12 0.23 0.11 -0.973
H -1.248734 -1.269045 3.146957 -0.31 -0.30 -0.13 0.492
H -2.738524 -1.372177 3.499936 0.03 0.01 -0.10 0.486
O -0.074384 -2.780567 -0.021094 0.49 0.26 -0.31 -0.980
H -0.060558 -1.850492 -0.316653 -0.36 -0.10 0.22 0.509
H 0.503197 -3.254056 -0.632561 -0.15 -0.07 0.12 0.484
O -2.880087 -3.299399 0.506723 0.15 0.13 -0.14 -0.967
H -1.966251 -3.082148 0.249700 -0.35 -0.18 0.14 0.484
H -3.099444 -2.649256 1.183320 0.13 -0.08 0.00 0.471
```
Forces are in eV/Å.

Summary:
SMILES string: C[C@H]1COC(=O)O1.CO.CO.CO.O.O.O.O
2S+1: 1
HOMO level in eV: -10.19
Strongest force on any atom in eV/Å: 1.93
Charge: 0
Orbital gap in eV: 10.3
M in g mol⁻¹: 270.3

---

[5]
Density functional theory data (ωB97M-V/def2-TZVPD) for CH2O4S as an isolated structure.

Structure (XYZ):
```
8
Properties=species:S:1:pos:R:3:forces:R:3:nbo_charge:R:1
C -0.172200 0.303266 -0.042663 1.77 -0.79 -1.61 0.327
O 1.614662 1.599222 1.741223 -0.30 -0.98 -0.12 -0.865
O -0.489845 2.293301 2.703358 -0.81 1.08 0.60 -0.856
O -0.590861 1.443896 0.222167 0.66 -1.91 -0.53 -0.558
O -0.263949 -0.032211 2.179496 0.77 -0.77 0.13 -0.894
S 0.258194 1.296908 2.066052 0.58 1.25 1.19 2.503
H -0.685280 -0.498981 -0.589461 -1.00 0.69 0.00 0.166
H 0.925989 -0.097033 0.076221 -1.67 1.44 0.35 0.176
```
Forces are in eV/Å.

Summary:
2S+1: 1
HOMO level in eV: -11.59
Strongest force on any atom in eV/Å: 2.52
Charge: 0
Orbital gap in eV: 10.5
M in g mol⁻¹: 110.1

---

[6]
Density functional theory data (ωB97M-V/def2-TZVPD) for one molecule with the formula C4H6O.

Structure (XYZ):
```
11
Properties=species:S:1:pos:R:3:forces:R:3:nbo_charge:R:1
C -0.049521 1.939418 -0.067558 0.24 -0.28 0.00 -0.350
C -0.546170 0.752826 0.260964 -0.67 -0.06 -0.80 -0.257
C 0.118720 -0.497505 -0.099801 0.14 -0.45 -0.36 0.308
C -0.302709 -1.720204 0.269627 -0.29 0.55 0.68 -0.549
O 1.260339 -0.337064 -0.840207 0.14 -0.07 0.84 -0.676
H 0.876530 1.953793 -0.624975 0.05 0.24 0.01 0.211
H -0.505108 2.875004 0.209289 -0.12 0.05 0.07 0.203
H -1.502519 0.628969 0.758399 0.16 0.11 0.16 0.213
H 0.381977 -2.513360 0.535713 0.07 -0.33 -0.89 0.206
H -1.335241 -1.852067 0.561264 0.11 0.15 0.51 0.209
H 1.603703 -1.229810 -0.962715 0.17 0.09 -0.23 0.483
```
Forces are in eV/Å.

Summary:
SMILES string: C=CC(=C)O
2S+1: 1
HOMO level in eV: -8.51
Strongest force on any atom in eV/Å: 1.04
Charge: 0
Orbital gap in eV: 9.3
M in g mol⁻¹: 70.1

---

[7]
Density functional theory data (ωB97M-V/def2-TZVPD) for a 2-piece molecular cluster, C4H9IN overall.

Structure (XYZ):
```
15
Properties=species:S:1:pos:R:3:forces:R:3:nbo_charge:R:1
C -0.510225 -1.063006 -0.961849 1.95 1.46 0.21 -0.328
C -0.972413 -0.602064 0.324435 -1.96 -2.40 2.12 0.097
C 1.511397 -2.074413 1.894997 -0.33 0.40 -3.22 -0.462
C -1.469959 1.200402 -1.207620 -1.09 4.31 -2.71 -0.431
N -1.652037 -0.106308 -0.852395 -0.24 -3.64 0.05 -0.433
I -2.180647 -1.762106 1.743126 1.06 1.16 -1.08 0.343
H 0.458848 -0.597971 -1.237147 -0.79 0.00 -0.22 0.267
H -0.645504 -1.981370 -1.451679 -0.60 -1.31 -0.13 0.270
H 1.509727 -2.078905 2.917348 0.18 -0.13 2.40 0.171
H 2.348061 -2.516112 1.313591 -0.89 0.47 0.51 0.188
H 0.675499 -1.505863 1.414479 1.43 -0.83 0.45 0.122
H -0.439027 1.452254 -0.868105 -1.10 0.72 -0.30 0.245
H -1.619150 1.331085 -2.358482 0.75 -0.29 1.94 0.250
H -2.370738 1.757953 -0.794814 1.71 -0.03 0.01 0.252
H -2.554137 -0.540820 -1.035990 -0.08 0.11 -0.03 0.451
```
Forces are in eV/Å.

Summary:
2S+1: 1
HOMO level (alpha / beta) in eV: -12.03 / -14.16
Strongest force on any atom in eV/Å: 5.21
Charge: +1
Orbital gap (alpha / beta) in eV: 5.3 / 9.7
M in g mol⁻¹: 198.0

---

Looking at energy relative to the best compared isomer or geometry (same formula, charge and spin) for the records above, in order, we have 2.750 1.266 0.952 0.000 2.601 0.817 6.630 eV.